(1)
Computed, not measured: a cluster of 2 separate species, C2H3N3O2 in total at a distorted geometry, with ωB97M-V with the def2-TZVPD basis set.

Structure (XYZ):
```
10
Properties=species:S:1:pos:R:3:lowdin_charge:R:1
C 0.61 -1.13 0.01 0.055
C -0.58 0.71 0.09 -0.186
N 0.11 1.25 0.90 -0.123
N 1.78 -1.19 -0.25 -0.167
N -1.80 0.47 -0.47 0.131
O 2.83 -0.95 -0.75 0.055
O 1.09 1.68 1.44 0.010
H 0.14 -1.64 0.80 0.087
H -2.17 1.22 -1.00 0.094
H -2.01 -0.40 -0.78 0.044
```

Calculated values
* HOMO energy (alpha / beta): -8.56 / -8.56 eV
* energy relative to the best compared isomer or geometry (same formula, charge and spin): 7.8367 eV
* spin multiplicity: 1
* charge: 0
* orbital gap (alpha / beta): 8.433 / 8.432 eV

(2)
Computed, not measured: a cluster of 2 separate species, C11H13O in total at a distorted geometry, with ωB97M-V with the def2-TZVPD basis set.

Structure (XYZ):
```
25
Properties=species:S:1:pos:R:3:lowdin_charge:R:1
C 3.27 -0.75 0.02 -0.011
C 3.33 0.67 -0.06 -0.023
C 2.06 -1.48 0.02 0.046
C 2.10 1.31 -0.24 -0.018
C 0.88 -0.75 -0.08 -0.103
C 0.91 0.64 -0.20 -0.190
C -0.53 -1.09 -0.08 -0.184
C -1.28 0.02 -0.30 0.065
C -0.96 -2.53 0.03 0.015
C -3.91 0.21 -0.06 0.256
C -0.70 2.36 0.27 0.093
O -0.39 1.10 -0.42 -0.090
H 4.12 -1.26 0.16 0.067
H 4.21 1.25 -0.52 0.149
H 1.93 -2.47 0.12 0.084
H 2.02 2.45 -0.41 0.151
H -1.89 -2.58 -0.32 0.037
H -1.17 -2.81 1.03 0.095
H -0.15 -3.06 -0.32 0.064
H -3.86 -0.94 -0.26 0.057
H -4.03 1.01 -0.87 0.058
H -3.71 0.57 1.04 0.063
H -1.43 2.24 1.05 0.102
H 0.21 2.71 0.74 0.103
H -1.03 3.19 -0.33 0.113
```

Calculated values
* HOMO energy (alpha / beta): -12.27 / -12.27 eV
* energy relative to the best compared isomer or geometry (same formula, charge and spin): 5.0156 eV
* spin multiplicity: 1
* charge: +1
* orbital gap (alpha / beta): 6.908 / 6.910 eV

(3)
Computed, not measured: a cluster of 10 separate species, C6H29NO9 in total at a distorted geometry, with ωB97M-V with the def2-TZVPD basis set.

Structure (XYZ):
```
45
Properties=species:S:1:pos:R:3:lowdin_charge:R:1
C 3.07 0.08 1.32 -0.085
N 1.78 0.83 1.28 -0.122
C 1.73 2.11 0.59 -0.344
C 1.44 3.15 1.36 0.046
C 1.64 0.70 -3.11 -0.126
C 1.38 0.93 -1.68 -0.160
C 1.80 1.94 -0.92 -0.045
H 3.59 0.26 0.40 0.063
H 2.66 -0.99 1.54 0.097
H 3.64 0.46 2.21 0.088
H 0.99 0.23 1.04 0.063
H 1.31 4.17 0.98 0.081
H 1.54 3.16 2.42 0.065
H 2.75 0.80 -3.47 0.123
H 1.19 -0.24 -3.58 0.061
H 1.18 1.50 -3.73 0.077
H 1.05 0.03 -1.11 0.085
H 2.31 2.70 -1.38 0.081
H -1.61 -0.94 -2.43 -0.001
H -0.87 -0.34 -3.85 0.019
O -0.99 -0.58 -2.99 0.027
H -0.61 1.43 0.27 0.079
H -0.41 2.10 1.77 0.046
O -1.04 1.70 1.13 -0.080
H -3.24 -3.23 0.34 0.109
H -2.12 -2.15 0.34 0.028
O -2.39 -2.96 0.84 -0.117
H 0.00 -3.17 0.75 0.036
H -0.15 -2.34 -0.50 0.042
O 0.33 -2.37 0.35 -0.055
H -2.05 -1.12 2.75 0.039
H -3.26 -2.03 2.31 -0.002
O -2.97 -1.14 2.45 -0.066
H 1.49 -1.95 -1.50 0.026
H 0.45 -1.75 -2.58 0.002
O 1.38 -2.05 -2.48 -0.100
H -3.51 0.10 -1.23 0.004
H -3.95 -0.79 -0.30 0.063
O -3.49 -0.83 -1.16 -0.031
H 1.16 -0.63 3.55 0.008
H 1.12 -1.96 3.24 0.029
O 1.27 -1.44 4.05 -0.065
H -2.52 2.34 0.55 -0.024
H -3.80 1.74 0.17 0.008
O -3.29 2.53 -0.01 -0.072
```

Calculated values
* HOMO energy: -9.09 eV
* energy relative to the best compared isomer or geometry (same formula, charge and spin): 6.7502 eV
* spin multiplicity: 1
* charge: 0
* orbital gap: 8.889 eV

(4)
Computed, not measured: a cluster of 10 separate species, C22H58N6O20 in total at a distorted geometry, with ωB97M-V with the def2-TZVPD basis set.

Structure (XYZ):
```
106
Properties=species:S:1:pos:R:3:lowdin_charge:R:1
C -2.11 5.24 -1.76 0.062
N -1.55 4.82 -0.44 -0.424
O -0.93 3.77 -0.43 0.029
O -1.68 5.56 0.50 0.080
H -2.95 5.92 -1.58 0.096
H -2.49 4.36 -2.26 0.094
H -1.30 5.72 -2.29 0.106
C -1.65 -4.09 2.20 0.069
N -1.64 -2.61 2.51 -0.434
O -0.78 -1.92 1.98 0.047
O -2.55 -2.20 3.18 0.084
H -0.79 -4.24 1.56 0.072
H -2.58 -4.30 1.70 0.103
H -1.49 -4.57 3.16 0.103
C 0.62 0.65 0.22 0.028
N 0.07 -0.48 -0.53 -0.411
O 0.70 -1.52 -0.48 0.037
O -1.05 -0.36 -0.96 0.063
H 0.06 1.55 -0.01 0.082
H 1.65 0.87 -0.07 0.085
H 0.54 0.39 1.27 0.092
C -3.87 -0.51 -2.75 0.055
N -2.89 0.13 -3.68 -0.448
O -2.20 -0.60 -4.36 0.054
O -2.84 1.34 -3.70 0.048
H -3.36 -1.26 -2.16 0.084
H -4.60 -0.99 -3.40 0.100
H -4.31 0.33 -2.22 0.090
C 3.77 -3.16 0.60 0.040
N 4.46 -4.41 0.97 -0.436
O 5.56 -4.34 1.49 0.075
O 3.88 -5.44 0.71 0.062
H 3.85 -3.04 -0.48 0.084
H 4.19 -2.31 1.12 0.079
H 2.72 -3.24 0.85 0.093
C 2.25 3.84 -0.15 0.047
N 2.67 5.09 0.56 -0.441
O 1.81 5.93 0.73 0.060
O 3.81 5.16 0.94 0.067
H 1.38 4.03 -0.75 0.063
H 2.15 3.11 0.65 0.077
H 3.10 3.59 -0.78 0.106
C 0.91 2.08 -3.43 -0.096
O 1.68 1.11 -2.77 -0.197
C 1.82 -0.11 -3.48 -0.197
C 2.90 -0.94 -2.86 -0.203
O 4.16 -0.32 -3.11 -0.172
C 5.20 -0.93 -2.40 -0.114
H -0.06 1.67 -3.76 0.080
H 1.40 2.58 -4.27 0.095
H 0.65 2.82 -2.67 0.067
H 2.03 0.12 -4.53 0.135
H 0.86 -0.65 -3.48 0.125
H 2.90 -1.93 -3.33 0.130
H 2.73 -1.00 -1.78 0.106
H 5.26 -2.02 -2.57 0.080
H 5.10 -0.71 -1.33 0.084
H 6.12 -0.53 -2.81 0.091
C 0.06 4.53 3.34 -0.090
O 0.94 3.50 2.91 -0.212
C 1.56 2.82 3.99 -0.205
C 2.67 1.98 3.48 -0.194
O 2.13 0.84 2.83 -0.195
C 3.10 0.11 2.13 -0.133
H -0.73 4.12 3.98 0.091
H -0.36 5.07 2.50 0.059
H 0.67 5.21 3.96 0.092
H 0.80 2.27 4.55 0.136
H 1.98 3.60 4.65 0.130
H 3.28 1.62 4.32 0.134
H 3.32 2.53 2.79 0.125
H 3.85 -0.39 2.76 0.096
H 3.69 0.78 1.49 0.097
H 2.60 -0.67 1.56 0.061
C -2.68 1.83 1.92 -0.117
O -3.92 1.53 2.49 -0.170
C -4.99 1.81 1.62 -0.204
C -6.27 1.92 2.41 -0.187
O -7.02 0.72 2.24 -0.185
C -8.37 0.84 2.59 -0.135
H -1.89 1.60 2.64 0.092
H -2.61 2.90 1.68 0.076
H -2.43 1.27 1.01 0.080
H -5.09 1.09 0.80 0.128
H -4.80 2.82 1.21 0.120
H -6.86 2.78 2.08 0.122
H -5.99 1.98 3.46 0.135
H -8.69 -0.10 3.05 0.085
H -9.04 0.97 1.73 0.085
H -8.59 1.66 3.28 0.085
C 3.53 -5.28 -2.92 -0.100
O 2.55 -4.62 -2.12 -0.208
C 1.46 -5.49 -1.92 -0.207
C 0.63 -5.06 -0.72 -0.217
O -0.72 -5.45 -0.83 -0.186
C -1.55 -4.42 -1.32 -0.109
H 3.15 -5.44 -3.93 0.092
H 3.85 -6.21 -2.43 0.090
H 4.43 -4.66 -2.95 0.079
H 1.73 -6.54 -1.77 0.128
H 0.84 -5.50 -2.84 0.132
H 0.76 -3.99 -0.54 0.095
H 1.01 -5.53 0.19 0.123
H -2.55 -4.83 -1.40 0.092
H -1.25 -4.06 -2.32 0.094
H -1.52 -3.54 -0.67 0.066
```

Calculated values
* HOMO energy: -9.54 eV
* energy relative to the best compared isomer or geometry (same formula, charge and spin): 0.0000 eV
* spin multiplicity: 1
* charge: 0
* orbital gap: 9.545 eV

(5)
Computed, not measured: a cluster of 3 separate species, C4H16N2O2 in total at a distorted geometry, with ωB97M-V with the def2-TZVPD basis set.

Structure (XYZ):
```
24
Properties=species:S:1:pos:R:3:lowdin_charge:R:1
C -1.74 -0.85 -0.28 -0.319
N -3.11 -0.77 0.34 0.014
C -0.55 -0.61 0.55 -0.266
C -0.44 0.71 1.30 -0.215
C 0.94 1.37 1.53 -0.307
N 1.81 0.67 2.44 -0.008
H -1.82 0.04 -1.08 0.132
H -1.65 -1.86 -0.82 0.126
H -3.43 0.14 0.27 0.028
H -3.61 -1.42 -0.15 0.014
H 0.33 -0.91 -0.05 0.107
H -0.55 -1.47 1.29 0.124
H -0.86 0.69 2.34 0.116
H -1.19 1.47 0.80 0.132
H 1.44 1.72 0.65 0.086
H 0.62 2.35 2.09 0.135
H 2.30 1.28 3.04 0.038
H 2.62 0.23 2.01 0.065
H 2.75 0.18 -2.12 0.099
H 4.21 -0.19 -1.74 0.061
O 3.75 0.56 -2.27 -0.162
H -1.36 -0.98 -3.55 0.022
H -0.01 -1.57 -3.22 0.007
O -0.46 -0.77 -3.36 -0.027
```

Calculated values
* HOMO energy: -9.07 eV
* energy relative to the best compared isomer or geometry (same formula, charge and spin): 2.1746 eV
* spin multiplicity: 1
* charge: 0
* orbital gap: 9.442 eV

(6)
Computed, not measured: the molecule C2Cl2F4N2 at a distorted geometry, with ωB97M-V with the def2-TZVPD basis set.

Structure (XYZ):
```
10
Properties=species:S:1:pos:R:3:lowdin_charge:R:1
C -0.25 -0.20 0.16 -0.356
C 1.20 -0.65 0.11 -0.598
N -0.82 -0.52 1.19 0.181
N -0.65 0.63 -0.99 -0.875
F 1.86 0.35 0.70 0.134
F 1.64 -0.89 -1.16 0.143
F 1.36 -1.78 0.80 0.173
F -2.11 0.04 1.44 -0.082
Cl -2.35 0.88 -1.32 0.613
Cl 0.12 2.14 -0.93 0.667
```

Calculated values
* HOMO energy: -10.37 eV
* energy relative to the best compared isomer or geometry (same formula, charge and spin): 0.0000 eV
* spin multiplicity: 1
* charge: 0
* orbital gap: 9.779 eV

(7)
Computed, not measured: a structure of composition C30H28BF2N2O5PtTe, with ωB97M-V with the def2-TZVPD basis set.

Structure (XYZ):
```
70
Properties=species:S:1:pos:R:3:lowdin_charge:R:1
Pt 1.46 1.16 1.13 0.991
O 4.81 3.50 2.04 0.163
C 3.64 3.03 1.64 -0.419
O 3.46 1.84 1.41 -0.025
C 2.57 4.05 1.44 -0.158
C 2.74 5.40 1.73 0.029
C 1.68 6.25 1.47 -0.014
C 0.53 5.73 0.88 0.031
C 0.46 4.37 0.59 -0.176
N 1.45 3.54 0.89 0.108
C -0.65 3.82 -0.26 -0.478
O -1.89 4.21 0.06 0.115
O -0.42 3.18 -1.24 0.164
H 5.42 2.75 2.14 0.153
H 3.67 5.76 2.15 0.123
H 1.75 7.30 1.70 0.117
H -0.30 6.37 0.63 0.132
H -1.98 4.36 1.02 0.054
F 3.18 -1.21 1.06 0.081
B 1.99 -0.79 1.54 -1.077
F 1.67 -1.31 2.75 0.063
C -0.88 -7.72 -1.92 -0.052
C -0.63 -6.34 -1.38 -0.268
C -1.59 -5.68 -0.62 -0.015
C -1.37 -4.41 -0.12 -0.311
C -2.45 -3.74 0.70 -0.085
C -0.15 -3.78 -0.38 -0.312
Te 0.04 -1.70 0.28 1.833
N -0.38 0.50 0.98 -0.265
C -1.57 0.68 1.53 -0.619
O -2.52 -0.11 1.47 -0.025
C -1.81 2.04 2.15 -0.143
C -3.07 2.60 1.99 -0.023
C -3.36 3.85 2.51 -0.092
C -2.39 4.55 3.22 -0.098
C -1.14 3.98 3.42 -0.089
C -0.85 2.73 2.89 -0.059
C -0.22 -1.05 -1.72 -0.340
C -1.47 -1.40 -2.23 -0.121
C -1.81 -1.12 -3.54 -0.081
C -0.89 -0.49 -4.36 -0.081
C 0.35 -0.13 -3.86 -0.051
C 0.71 -0.39 -2.53 -0.283
C 2.05 0.11 -2.07 -0.059
C 0.85 -4.44 -1.10 -0.289
C 2.20 -3.85 -1.37 -0.053
C 0.58 -5.71 -1.60 -0.019
H -1.91 -8.04 -1.72 0.072
H -0.21 -8.45 -1.47 0.081
H -0.72 -7.75 -3.00 0.080
H -2.54 -6.17 -0.43 0.112
H -3.31 -4.40 0.80 0.077
H -2.79 -2.80 0.26 0.051
H -2.09 -3.50 1.70 0.080
H -3.81 2.04 1.44 0.130
H -4.34 4.28 2.36 0.114
H -2.62 5.53 3.63 0.106
H -0.39 4.50 4.01 0.107
H 0.12 2.27 3.06 0.086
H -2.19 -1.90 -1.60 0.085
H -2.78 -1.40 -3.92 0.103
H -1.14 -0.27 -5.39 0.102
H 1.06 0.37 -4.50 0.109
H 2.70 0.28 -2.93 0.081
H 2.54 -0.57 -1.39 0.053
H 1.92 1.06 -1.54 0.058
H 2.44 -3.04 -0.69 0.036
H 2.27 -3.48 -2.39 0.092
H 2.97 -4.62 -1.24 0.084
H 1.36 -6.22 -2.16 0.122
```

Calculated values
* HOMO energy (alpha / beta): -7.04 / -7.60 eV
* energy relative to the best compared isomer or geometry (same formula, charge and spin): 1.4424 eV
* spin multiplicity: 2
* charge: 0
* orbital gap (alpha / beta): 5.699 / 6.252 eV

(8)
Computed, not measured: the molecule C28H37NO5, with ωB97M-V with the def2-TZVPD basis set.

Structure (XYZ):
```
71
Properties=species:S:1:pos:R:3:lowdin_charge:R:1
C -0.75 -1.27 3.55 -0.095
H -1.70 -0.92 3.96 0.092
O -0.78 -1.31 2.15 -0.206
C -1.77 -2.16 1.63 -0.222
C -1.81 -2.02 0.11 -0.117
H -2.17 -1.02 -0.14 0.096
H -2.52 -2.76 -0.28 0.119
C -0.43 -2.23 -0.54 -0.119
N 0.31 -0.98 -0.60 0.024
C 1.26 -0.66 0.35 -0.137
C 1.47 0.63 0.70 -0.054
C 2.58 1.04 1.54 -0.359
O 2.82 2.21 1.80 0.087
C 3.43 -0.08 2.12 -0.055
C 3.55 -1.28 1.18 -0.544
C 4.33 -2.40 1.87 -0.046
H 3.84 -2.70 2.79 0.084
H 4.41 -3.26 1.22 0.085
H 5.34 -2.06 2.12 0.086
C 4.29 -0.87 -0.10 -0.023
H 5.28 -0.50 0.14 0.091
H 3.75 -0.08 -0.61 0.086
H 4.39 -1.72 -0.77 0.087
C 2.14 -1.77 0.85 -0.067
H 1.69 -2.19 1.76 0.130
H 2.21 -2.56 0.10 0.130
H 2.94 -0.39 3.05 0.136
H 4.41 0.33 2.38 0.134
C 0.50 1.68 0.21 -0.127
C 0.10 1.31 -1.19 -0.077
C -0.07 0.00 -1.50 -0.140
C -0.54 -0.44 -2.85 -0.066
H -1.62 -0.59 -2.83 0.136
C -0.20 0.59 -3.94 -0.547
C -0.72 1.96 -3.49 -0.058
C -0.16 2.38 -2.14 -0.354
O 0.00 3.56 -1.87 0.103
H -1.81 1.92 -3.39 0.136
H -0.48 2.73 -4.22 0.133
C 1.32 0.65 -4.15 -0.023
H 1.83 0.93 -3.23 0.086
H 1.56 1.39 -4.91 0.091
H 1.69 -0.31 -4.48 0.088
C -0.87 0.19 -5.25 -0.047
H -0.64 0.91 -6.03 0.087
H -1.96 0.15 -5.14 0.083
H -0.53 -0.79 -5.57 0.085
H -0.07 -1.39 -3.12 0.125
C -0.69 1.76 1.16 -0.138
C -0.47 2.01 2.50 -0.023
C -1.52 2.04 3.40 -0.006
C -2.82 1.82 2.96 -0.256
C -3.05 1.60 1.60 -0.189
C -1.99 1.57 0.71 0.035
H -2.17 1.42 -0.34 0.105
O -4.38 1.41 1.26 -0.096
C -4.71 1.37 -0.11 -0.083
H -4.31 0.47 -0.59 0.087
H -4.35 2.25 -0.64 0.101
H -5.80 1.34 -0.15 0.095
O -3.85 1.82 3.85 0.067
H -4.67 1.72 3.34 0.102
H -1.36 2.24 4.45 0.123
H 0.53 2.20 2.85 0.114
H 1.00 2.66 0.21 0.156
H -0.57 -2.63 -1.55 0.115
H 0.13 -2.95 0.04 0.120
H -1.55 -3.20 1.91 0.128
H -2.75 -1.89 2.05 0.128
H 0.04 -0.58 3.83 0.087
H -0.54 -2.27 3.97 0.092
```

Calculated values
* HOMO energy: -7.77 eV
* energy relative to the best compared isomer or geometry (same formula, charge and spin): 0.1660 eV
* spin multiplicity: 1
* charge: 0
* orbital gap: 8.161 eV

(9)
Computed, not measured: a structure of composition C28H27N5NiOS2 at a distorted geometry, with ωB97M-V with the def2-TZVPD basis set.

Structure (XYZ):
```
64
Properties=species:S:1:pos:R:3:lowdin_charge:R:1
Ni -0.35 -0.19 -0.08 0.333
C -3.25 0.56 0.33 -0.099
N -2.17 0.08 1.19 -0.184
C -2.48 -1.23 1.75 -0.108
C -1.93 -2.38 0.92 -0.239
C -2.13 -3.68 1.35 -0.013
C -1.60 -4.72 0.60 -0.046
C -0.89 -4.42 -0.55 -0.038
C -0.75 -3.09 -0.90 -0.120
N -1.24 -2.08 -0.18 0.052
C -1.80 1.09 2.17 -0.117
C -0.79 2.07 1.63 -0.249
C -0.67 3.34 2.19 -0.020
C 0.42 4.13 1.85 -0.046
C 1.35 3.62 0.96 -0.029
C 1.11 2.38 0.39 -0.135
N 0.06 1.63 0.70 0.057
C -3.03 0.23 -1.12 -0.256
C -4.05 -0.19 -1.96 -0.017
C -3.81 -0.28 -3.32 -0.049
C -2.57 0.10 -3.79 -0.032
C -1.60 0.46 -2.87 -0.111
N -1.79 0.49 -1.56 0.085
H -3.28 1.66 0.38 0.143
H -4.23 0.19 0.67 0.128
H -3.56 -1.37 1.88 0.133
H -2.03 -1.32 2.74 0.128
H -2.69 -3.87 2.24 0.118
H -1.73 -5.75 0.92 0.111
H -0.48 -5.20 -1.17 0.109
H -0.20 -2.81 -1.79 0.073
H -1.29 0.59 3.01 0.126
H -2.67 1.61 2.59 0.135
H -1.42 3.69 2.88 0.111
H 0.54 5.11 2.30 0.110
H 2.24 4.16 0.70 0.114
H 1.78 1.97 -0.36 0.041
H -5.02 -0.43 -1.55 0.111
H -4.59 -0.61 -3.99 0.110
H -2.35 0.12 -4.84 0.109
H -0.62 0.79 -3.22 0.041
C 0.96 -1.02 1.43 -0.165
C 2.23 -0.41 1.68 -0.319
C 3.40 -0.84 1.00 -0.067
C 4.64 -0.37 1.34 -0.030
C 4.78 0.58 2.36 -0.261
C 3.64 1.09 2.98 -0.042
C 2.40 0.60 2.66 -0.063
C 6.05 0.97 2.83 -0.224
N 7.08 1.27 3.25 0.133
H 0.30 -0.97 2.29 0.047
H 1.04 -2.02 0.99 0.051
H 3.31 -1.57 0.21 0.083
H 5.52 -0.72 0.83 0.115
H 3.74 1.86 3.73 0.113
H 1.53 0.98 3.18 0.104
C 2.09 0.49 -5.31 -0.133
O 1.85 -0.23 -4.12 -0.243
C 1.61 0.43 -2.98 -1.297
S 1.58 2.09 -2.90 0.649
S 1.38 -0.64 -1.69 0.736
H 2.23 -0.26 -6.09 0.090
H 2.98 1.12 -5.22 0.079
H 1.23 1.13 -5.56 0.074
```

Calculated values
* HOMO energy (alpha / beta): -6.10 / -6.95 eV
* spin multiplicity: 3
* charge: 0
* orbital gap (alpha / beta): 6.207 / 7.023 eV